96
Properties=species:S:1:pos:R:3:forces:R:3 method="wB97M-V/def2-TZVPD" s2=8.764 total_charge=-1 multiplicity=6 homo_ha="-0.1426 / -0.1415" gap_ev="5.162 / 5.129"
Se -1.437 -0.854 2.261 0.42 0.08 -0.19
Fe 0.190 -0.338 -0.521 -0.11 -0.50 1.98
S 2.410 -4.124 1.186 0.30 0.78 0.14
S -0.253 -4.096 -0.657 -0.22 0.27 0.23
Si -3.021 1.517 -2.499 -0.93 0.47 0.75
Si -0.130 -0.369 4.034 -0.37 -0.09 0.13
Si -1.126 4.371 -2.284 -0.04 0.28 0.13
O 3.829 -0.265 -1.739 0.30 0.47 0.37
O -1.149 1.391 -4.123 0.49 -0.19 0.17
O 5.766 0.113 -0.872 -0.71 0.11 0.00
O -0.137 1.608 0.737 -0.14 -1.50 -1.33
O 0.799 -4.901 -1.260 -0.12 -0.19 0.35
O -0.326 1.765 -2.031 1.21 -1.10 0.05
O -1.304 -3.686 -1.553 -0.16 0.06 0.19
O 0.134 3.790 1.066 0.06 0.34 0.16
N -1.883 -5.869 4.719 -0.11 -0.06 0.20
N 1.684 -2.070 -2.362 0.29 0.23 -0.10
N 1.404 -1.878 -3.726 -0.21 -0.25 -0.15
N 2.123 -1.574 0.846 -0.86 0.56 -0.78
N -0.195 1.204 -3.297 -0.60 0.83 -0.75
N 0.486 0.079 -3.134 0.44 -0.60 1.56
N 4.557 0.316 -0.938 1.00 -1.17 -1.17
N 0.159 -0.699 -5.342 -0.04 0.04 0.35
N 0.355 -2.763 -0.003 -1.30 1.08 -1.37
C 3.618 -3.036 1.800 -0.16 -0.08 -0.09
C 1.251 -1.658 4.361 -0.37 0.42 -0.12
C 0.772 4.547 -2.234 -0.66 -0.13 0.02
C -1.563 -5.533 3.412 -0.02 -0.03 -0.36
C 1.518 -2.712 0.603 0.88 -0.96 0.72
C -1.232 -0.363 5.615 0.35 -0.01 -0.53
C 4.803 1.927 0.855 0.11 -0.33 -0.27
C -3.902 1.967 -4.141 0.55 -0.26 0.56
C 2.887 3.086 1.708 0.02 0.02 -0.23
C -1.512 2.529 -1.843 -0.94 0.75 -0.65
C -4.305 2.016 -1.162 0.41 -0.30 -0.52
C 0.550 2.653 0.865 0.71 0.03 -0.19
C 3.288 -1.756 1.518 0.52 -0.27 0.20
C 2.066 2.431 0.796 -0.27 0.02 0.17
C -1.941 5.405 -0.911 0.31 -0.29 -0.50
C -0.266 -5.919 1.414 0.01 -0.12 -0.05
C 3.978 1.267 -0.056 -0.63 1.14 1.00
C -2.684 -0.347 -2.213 0.24 0.67 -0.26
C 0.663 1.362 3.962 -0.18 -0.46 -0.05
C -0.592 -6.255 2.716 -0.01 0.01 0.04
C -2.248 -4.506 2.754 0.06 -0.16 -0.07
C 0.618 -0.824 -4.057 0.05 0.23 -0.56
C -1.733 4.866 -4.027 0.16 -0.20 0.64
C 4.250 2.830 1.740 -0.05 0.05 -0.03
C -0.926 -4.878 0.794 0.38 0.08 -0.58
C -1.920 -4.177 1.456 -0.23 0.01 0.05
C 2.610 1.517 -0.092 0.21 -0.01 -0.09
H -2.251 -0.849 -3.074 0.11 -0.07 -0.12
H 0.504 -6.442 0.869 0.15 -0.09 0.05
H -0.061 -7.051 3.219 0.04 -0.12 0.03
H -1.732 -1.317 5.753 -0.09 -0.23 -0.04
H 1.989 1.021 -0.836 0.33 0.17 0.07
H 3.875 -0.893 1.784 0.09 0.09 0.09
H 2.633 -1.758 -2.163 -0.19 -0.23 -0.07
H 1.101 5.542 -2.520 -0.06 0.22 -0.08
H 1.550 -3.046 -2.108 0.01 0.06 -0.12
H 1.419 -2.682 -4.337 0.00 0.14 0.11
H -2.998 -3.933 3.280 -0.04 0.08 0.03
H -3.600 -0.872 -1.962 -0.14 -0.03 0.17
H 0.033 2.029 3.388 -0.23 0.13 -0.13
H 4.467 -3.413 2.333 0.25 0.02 0.09
H 1.525 -1.708 5.412 0.03 0.09 0.28
H -3.012 5.241 -0.855 -0.26 -0.09 -0.08
H -1.496 4.091 -4.745 0.11 -0.24 -0.16
H -4.744 1.302 -4.304 -0.22 -0.19 0.06
H 0.940 -2.652 4.053 -0.14 -0.18 -0.12
H 2.144 -1.407 3.799 0.14 0.03 -0.11
H -2.399 -3.357 0.945 -0.07 0.15 0.15
H -0.018 -1.543 -5.861 0.05 -0.04 0.04
H -0.648 -0.159 6.508 0.23 0.05 0.18
H -1.262 5.785 -4.362 0.14 0.22 0.02
H 1.123 4.355 -1.226 0.03 -0.02 0.21
H 4.885 3.339 2.453 0.01 0.00 0.02
H -1.591 2.510 -0.754 -0.10 -0.03 0.10
H -1.998 0.401 5.538 -0.17 0.16 -0.09
H -5.264 1.534 -1.320 -0.27 -0.11 -0.08
H -1.776 6.470 -1.026 0.06 0.26 -0.15
H 0.800 1.800 4.946 0.09 0.00 0.31
H 5.861 1.708 0.840 0.00 0.02 0.08
H -2.321 -5.132 5.249 0.10 -0.05 0.03
H -4.469 3.090 -1.167 -0.04 0.26 -0.03
H 1.627 1.320 3.466 0.27 -0.04 -0.11
H 1.254 3.834 -2.896 0.05 -0.15 -0.18
H -0.536 0.039 -5.438 0.14 -0.19 0.02
H -1.998 -0.492 -1.361 -0.28 -0.02 0.01
H -1.164 -6.360 5.229 -0.07 0.14 -0.02
H -4.293 2.977 -4.086 -0.09 0.24 0.09
H -2.805 5.018 -4.057 -0.30 0.03 0.05
H -3.960 1.743 -0.170 0.14 -0.09 0.22
H 2.435 3.803 2.379 -0.05 -0.01 0.04
H -1.508 5.105 0.038 0.12 -0.14 0.14
H -3.247 1.905 -4.999 0.10 -0.01 -0.19